a.
Formula: H16O8
Source: OMol25
Level of theory: wB97M-V/def2-TZVPD

The structure (SMILES) is O.O.O.O.O.O.O.O. The calculation puts the frontier orbital gap at 0.36934 Ha.

CARTESIAN COORDINATES (ANGSTROEM)
O  5.035  24.254  -1.418
H  5.409  24.530  -0.574
H  5.470  23.412  -1.602
O  5.320  22.227  1.339
H  5.374  23.127  1.193
H  6.251  21.982  1.192
O  2.219  24.125  -1.121
H  3.172  24.174  -1.126
H  2.035  24.423  -0.239
O  6.463  21.955  -2.238
H  6.507  21.313  -2.962
H  7.130  22.520  -2.605
O  8.057  23.632  -3.509
H  7.381  24.232  -3.239
H  7.978  23.556  -4.485
O  2.642  25.424  -3.425
H  3.516  24.994  -3.583
H  2.468  25.393  -2.509
O  4.742  20.355  -0.632
H  5.227  21.123  -0.287
H  3.778  20.655  -0.609
O  5.672  24.983  1.093
H  5.069  25.193  1.831
H  6.536  24.862  1.413

b.
Formula: H16O8
Source: OMol25
Level of theory: wB97M-V/def2-TZVPD

The structure (SMILES) is O.O.O.O.O.O.O.O. The calculation puts the frontier orbital gap at 0.35213 Ha.

CARTESIAN COORDINATES (ANGSTROEM)
H  -2.341  0.338  -0.518
H  -1.057  0.274  -1.328
H  1.233  -1.490  -0.153
H  0.894  -0.198  -0.878
H  -6.806  0.046  -0.602
H  -7.579  -1.253  -0.439
H  0.040  2.362  -0.046
H  1.117  2.495  1.019
H  1.809  -1.644  1.554
H  2.965  -1.707  0.570
H  -1.027  0.279  1.631
H  -1.709  0.203  2.988
H  2.094  1.316  0.194
H  3.327  1.757  -0.577
H  2.518  -1.804  -2.028
H  3.544  -1.231  -1.064
O  -1.810  0.845  -1.142
O  0.843  -0.620  -0.013
O  -6.712  -0.910  -0.683
O  0.916  2.734  0.107
O  2.772  -1.677  1.513
O  -0.890  -0.029  2.534
O  2.399  1.528  -0.695
O  3.459  -1.614  -1.945

c.
Formula: H16O8
Source: OMol25
Level of theory: wB97M-V/def2-TZVPD

The structure (SMILES) is O.O.O.O.O.O.O.O. The calculation puts the frontier orbital gap at 0.39415 Ha.

CARTESIAN COORDINATES (ANGSTROEM)
H  0.382  0.010  -1.701
H  -0.600  -0.425  -0.625
H  -1.157  1.960  1.009
H  -0.124  0.977  1.534
H  2.738  0.407  -1.422
H  2.338  -0.647  -0.402
H  -1.614  0.042  2.807
H  -1.256  -1.026  3.828
H  1.689  -3.131  2.295
H  1.459  -2.841  0.821
H  -4.321  0.118  -1.275
H  -4.492  1.310  -0.348
H  4.075  -1.788  -0.300
H  4.646  -2.818  -1.261
H  -1.561  4.294  -3.004
H  -1.680  2.816  -2.668
O  -0.147  0.352  -0.971
O  -0.630  1.756  1.790
O  2.948  0.087  -0.538
O  -1.740  -0.893  3.005
O  1.006  -2.861  1.672
O  -4.645  1.025  -1.256
O  4.826  -2.381  -0.421
O  -2.140  3.657  -2.570

d.
Formula: H16O8
Source: OMol25
Level of theory: wB97M-V/def2-TZVPD

The structure (SMILES) is O.O.O.O.O.O.O.O. The calculation puts the frontier orbital gap at 0.38836 Ha.

CARTESIAN COORDINATES (ANGSTROEM)
H  -0.283  0.892  1.143
H  -1.493  0.264  0.199
H  -0.544  -3.430  0.305
H  -0.676  -4.468  1.277
H  -0.495  1.444  -0.809
H  -1.923  1.944  -0.391
H  1.932  2.237  0.960
H  3.170  2.301  0.150
H  -2.621  -2.608  -0.764
H  -2.368  -1.220  -0.678
H  0.479  -1.965  2.903
H  0.810  -0.616  2.636
H  1.963  2.678  -1.807
H  1.945  4.042  -2.460
H  -0.591  -1.444  -1.130
H  -0.205  -0.491  -2.289
O  -0.533  0.313  0.332
O  -0.440  -3.491  1.206
O  -1.209  2.026  -1.059
O  2.400  1.771  0.259
O  -2.088  -1.988  -0.217
O  0.761  -1.255  3.348
O  2.375  3.597  -1.743
O  -0.367  -0.533  -1.369

Which of them is least stable? Easy: d.

a.
Formula: H16O8
Source: OMol25
Level of theory: wB97M-V/def2-TZVPD

The structure (SMILES) is O.O.O.O.O.O.O.O. The calculation puts the frontier orbital gap at 0.36964 Ha.

CARTESIAN COORDINATES (ANGSTROEM)
O  -0.895  -0.944  -3.082
H  -0.839  -1.726  -3.631
H  -0.126  -0.994  -2.514
O  -0.232  2.577  3.601
H  0.509  2.644  2.999
H  -1.004  2.607  3.036
O  1.905  2.764  1.363
H  2.779  2.577  1.704
H  2.031  3.510  0.777
O  -0.011  -3.188  0.951
H  -0.730  -3.142  0.321
H  0.643  -2.575  0.613
O  -2.324  -1.818  -0.655
H  -2.192  -1.422  -1.517
H  -2.009  -1.158  -0.037
O  1.972  -1.267  0.145
H  2.297  -1.051  1.020
H  2.513  -2.005  -0.135
O  -2.181  1.103  -1.545
H  -1.887  0.715  -2.369
H  -1.373  1.339  -1.090
O  0.004  0.443  -0.063
H  0.421  1.111  0.481
H  0.729  -0.100  -0.374

b.
Formula: H16O8
Source: OMol25
Level of theory: wB97M-V/def2-TZVPD

The structure (SMILES) is O.O.O.O.O.O.O.O. The calculation puts the frontier orbital gap at 0.40586 Ha.

CARTESIAN COORDINATES (ANGSTROEM)
O  0.004  0.047  -0.455
H  -0.777  0.610  -0.323
H  0.697  0.645  -0.763
O  0.575  -1.779  1.734
H  0.540  -1.091  1.042
H  1.296  -2.362  1.478
O  0.939  2.463  1.614
H  1.538  1.727  1.395
H  1.170  3.164  0.996
O  -4.328  -0.272  -0.245
H  -4.169  -1.202  -0.047
H  -3.496  0.178  -0.051
O  -2.250  1.443  1.241
H  -2.720  0.793  1.779
H  -1.753  1.981  1.872
O  -1.528  -1.985  -2.946
H  -1.171  -1.243  -2.439
H  -2.076  -2.462  -2.313
O  2.689  -0.647  -1.671
H  3.167  0.038  -2.155
H  2.117  -1.078  -2.318
O  3.009  0.690  0.821
H  2.933  -0.070  0.218
H  3.594  0.410  1.534

Which of them is least stable? Easy: a.

a.
Formula: H16O8
Source: OMol25
Level of theory: wB97M-V/def2-TZVPD

The structure (SMILES) is O.O.O.O.O.O.O.O. The calculation puts the frontier orbital gap at 0.36904 Ha.

CARTESIAN COORDINATES (ANGSTROEM)
O  0.036  -2.174  -2.505
H  0.878  -2.053  -2.944
H  0.167  -1.808  -1.630
O  -3.043  -0.928  0.866
H  -3.828  -0.409  1.042
H  -2.463  -0.742  1.604
O  -3.121  1.411  -1.242
H  -2.822  0.836  -0.538
H  -2.806  2.280  -0.993
O  2.897  0.748  -0.550
H  3.443  0.227  0.039
H  3.442  0.884  -1.325
O  0.284  -0.202  -0.299
H  1.148  0.172  -0.128
H  -0.230  0.012  0.480
O  2.472  -1.528  1.796
H  3.241  -1.580  2.363
H  2.121  -0.651  1.947
O  -1.038  0.186  2.718
H  -1.113  0.980  3.246
H  -0.790  -0.496  3.343
O  0.749  1.674  -2.523
H  0.402  1.066  -1.870
H  -0.026  2.094  -2.896

b.
Formula: H16O8
Source: OMol25
Level of theory: wB97M-V/def2-TZVPD

The structure (SMILES) is O.O.O.O.O.O.O.O. The calculation puts the frontier orbital gap at 0.39093 Ha.

CARTESIAN COORDINATES (ANGSTROEM)
O  -1.676  2.174  1.591
H  -1.844  2.555  2.454
H  -2.096  2.777  0.978
O  -0.245  0.740  -0.549
H  -0.516  1.137  0.278
H  0.386  0.066  -0.296
O  -1.580  -1.477  -1.066
H  -1.202  -0.623  -0.855
H  -2.399  -1.506  -0.572
O  -1.120  -0.542  2.305
H  -1.270  0.403  2.312
H  -1.862  -0.899  1.815
O  1.125  -1.538  1.418
H  1.043  -2.383  0.975
H  0.259  -1.381  1.795
O  -0.276  2.612  -2.636
H  -0.286  1.939  -1.955
H  -0.252  2.121  -3.458
O  1.430  -2.429  -2.775
H  2.343  -2.361  -2.497
H  0.951  -1.867  -2.165
O  3.018  0.547  0.913
H  2.278  -0.047  1.039
H  3.789  -0.018  0.950

c.
Formula: H16O8
Source: OMol25
Level of theory: wB97M-V/def2-TZVPD

The structure (SMILES) is O.O.O.O.O.O.O.O. The calculation puts the frontier orbital gap at 0.34878 Ha.

CARTESIAN COORDINATES (ANGSTROEM)
H  -0.620  0.504  -0.442
H  -1.720  1.479  -0.052
H  0.762  2.934  -1.645
H  1.573  1.658  -1.807
H  2.525  -1.048  2.786
H  1.784  -1.219  1.470
H  -2.553  2.937  1.018
H  -3.941  3.517  0.801
H  -4.608  -1.889  -0.188
H  -5.990  -1.847  0.443
H  0.266  -2.635  0.069
H  -0.288  -1.921  1.291
H  1.493  -2.488  -1.915
H  2.906  -2.612  -1.368
H  4.715  0.843  0.701
H  3.377  0.557  0.040
O  -0.871  1.433  -0.507
O  1.084  2.170  -1.153
O  2.604  -0.875  1.842
O  -3.100  3.373  0.354
O  -5.515  -2.185  -0.324
O  -0.292  -1.893  0.328
O  2.305  -1.984  -1.785
O  4.103  1.190  0.042

d.
Formula: H16O8
Source: OMol25
Level of theory: wB97M-V/def2-TZVPD

The structure (SMILES) is O.O.O.O.O.O.O.O. The calculation puts the frontier orbital gap at 0.37482 Ha.

CARTESIAN COORDINATES (ANGSTROEM)
H  0.208  -0.646  0.051
H  1.718  -0.789  0.158
H  1.158  4.215  -0.466
H  0.888  2.774  -0.866
H  4.666  0.114  -1.241
H  4.345  0.494  0.195
H  -3.783  1.415  -1.360
H  -2.688  1.117  -0.349
H  -1.621  -1.651  -0.282
H  -1.351  -1.953  -1.747
H  -0.483  3.645  1.373
H  0.528  2.681  1.971
H  -3.722  -1.894  0.854
H  -4.000  -0.555  0.192
H  2.759  -2.786  1.098
H  4.148  -3.388  0.963
O  0.894  -1.123  0.532
O  1.532  3.484  -0.970
O  3.933  0.181  -0.618
O  -3.330  0.685  -0.924
O  -1.991  -2.111  -1.044
O  -0.409  2.766  1.760
O  -4.407  -1.225  0.753
O  3.432  -3.006  0.444

Which of them is least stable? Easy: c.

a.
Formula: H16O8
Source: OMol25
Level of theory: wB97M-V/def2-TZVPD

The structure (SMILES) is O.O.O.O.O.O.O.O. The calculation puts the frontier orbital gap at 0.39735 Ha.

CARTESIAN COORDINATES (ANGSTROEM)
O  -0.054  -0.818  -0.567
H  -0.837  -0.600  -0.048
H  0.674  -0.404  -0.083
O  -4.365  -0.440  -0.282
H  -5.102  -0.009  0.161
H  -3.712  0.272  -0.443
O  -2.713  -2.361  -1.581
H  -3.361  -1.731  -1.211
H  -3.228  -3.145  -1.791
O  3.679  1.062  1.227
H  3.367  0.326  0.669
H  4.126  0.644  1.969
O  -2.433  1.534  0.271
H  -2.696  1.345  1.182
H  -2.295  2.488  0.240
O  0.922  1.677  1.562
H  0.648  2.599  1.565
H  1.855  1.697  1.260
O  1.940  1.042  -1.933
H  2.492  0.283  -2.152
H  1.060  0.666  -1.779
O  3.352  -1.730  0.352
H  4.108  -2.199  0.725
H  2.574  -2.198  0.685

b.
Formula: H16O8
Source: OMol25
Level of theory: wB97M-V/def2-TZVPD

The structure (SMILES) is O.O.O.O.O.O.O.O. The calculation puts the frontier orbital gap at 0.41992 Ha.

CARTESIAN COORDINATES (ANGSTROEM)
H  0.267  1.744  -0.667
H  -0.567  0.980  0.348
H  -1.570  2.158  3.277
H  -0.597  1.852  2.150
H  -1.600  -2.200  -2.895
H  -3.073  -2.315  -2.537
H  1.621  5.355  -1.970
H  0.548  4.330  -1.640
H  -0.561  -2.742  2.079
H  -2.038  -3.034  2.286
H  4.007  -1.501  0.715
H  3.336  -0.139  0.767
H  -3.362  -0.147  -0.606
H  -4.363  0.989  -0.743
H  4.147  -2.963  -0.470
H  2.919  -2.106  -0.732
O  0.344  1.204  0.128
O  -0.763  2.481  2.861
O  -2.277  -1.812  -2.329
O  1.487  4.511  -1.523
O  -1.261  -3.346  1.808
O  4.200  -0.562  0.817
O  -4.147  0.229  -0.191
O  3.303  -2.966  -0.935

c.
Formula: H16O8
Source: OMol25
Level of theory: wB97M-V/def2-TZVPD

The structure (SMILES) is O.O.O.O.O.O.O.O. The calculation puts the frontier orbital gap at 0.37092 Ha.

CARTESIAN COORDINATES (ANGSTROEM)
O  1.735  -0.445  2.095
H  1.608  0.265  2.739
H  2.644  -0.339  1.782
O  -0.496  0.132  0.335
H  0.170  0.139  1.045
H  0.010  -0.022  -0.475
O  0.415  -2.815  1.351
H  0.880  -2.000  1.617
H  1.111  -3.472  1.229
O  0.927  -1.636  -1.564
H  0.749  -1.779  -0.619
H  0.270  -2.179  -2.016
O  -2.178  2.354  -0.030
H  -2.790  2.546  0.687
H  -1.625  1.618  0.293
O  -2.997  -0.523  1.429
H  -3.087  -1.458  1.220
H  -2.133  -0.269  1.056
O  -0.113  2.474  -1.894
H  -0.882  2.577  -1.294
H  0.420  3.263  -1.750
O  2.127  0.640  -2.578
H  1.858  -0.270  -2.339
H  1.378  1.200  -2.319

Which of them is least stable? Easy: b.